111
Properties=species:S:1:pos:R:3 method="wB97M-V/def2-TZVPD" homo_lumo_gap_ev=9.578 max_force_ha_per_bohr=0.0213 smiles=Fc1ccccc1.Fc1ccccc1.Fc1ccccc1.Fc1ccccc1.Fc1ccccc1.Fc1ccccc1.c1ccncc1.c1ccncc1.c1ccncc1.CO relative_energy_kcal_mol=0.0
N -13.11 19.75 -10.84
C -13.46 19.91 -9.57
C -12.55 20.17 -8.54
C -11.20 20.11 -8.83
C -10.83 19.93 -10.15
C -11.81 19.86 -11.11
H -14.52 19.87 -9.33
H -12.92 20.34 -7.54
H -10.45 20.27 -8.08
H -9.82 20.11 -10.50
H -11.55 19.85 -12.17
N -15.80 23.82 -10.13
C -17.08 24.02 -10.35
C -17.92 23.11 -10.98
C -17.37 21.90 -11.39
C -16.01 21.71 -11.23
C -15.26 22.69 -10.62
H -17.53 24.94 -9.96
H -18.97 23.36 -11.07
H -18.00 21.16 -11.86
H -15.53 20.79 -11.55
H -14.22 22.55 -10.35
N -16.86 27.66 -11.45
C -17.56 28.26 -10.50
C -17.10 28.42 -9.19
C -15.91 27.80 -8.85
C -15.16 27.20 -9.84
C -15.68 27.15 -11.12
H -18.53 28.65 -10.77
H -17.70 29.00 -8.50
H -15.55 27.79 -7.83
H -14.17 26.82 -9.63
H -15.12 26.74 -11.95
C -13.34 29.63 -14.85
O -12.31 28.70 -15.19
H -13.08 30.14 -13.93
H -13.42 30.41 -15.62
H -14.33 29.15 -14.83
H -12.48 28.48 -16.11
F -12.31 20.73 -19.19
C -12.85 21.87 -18.73
C -13.83 21.79 -17.75
C -14.38 22.97 -17.26
C -13.96 24.19 -17.78
C -12.98 24.25 -18.75
C -12.48 23.07 -19.29
H -14.21 20.81 -17.49
H -15.14 22.88 -16.50
H -14.46 25.05 -17.34
H -12.70 25.18 -19.23
H -11.74 23.11 -20.09
F -11.78 23.06 -11.17
C -12.06 23.84 -12.24
C -12.18 23.27 -13.48
C -12.41 24.11 -14.57
C -12.65 25.46 -14.40
C -12.58 26.00 -13.11
C -12.35 25.18 -12.03
H -12.13 22.20 -13.66
H -12.39 23.64 -15.54
H -12.93 26.16 -15.18
H -12.86 27.04 -13.01
H -12.24 25.59 -11.03
F -17.04 22.83 -14.15
C -17.03 24.13 -14.53
C -17.93 24.56 -15.47
C -17.80 25.85 -15.96
C -16.80 26.68 -15.48
C -15.90 26.23 -14.52
C -16.01 24.93 -14.06
H -18.76 23.92 -15.76
H -18.54 26.21 -16.66
H -16.75 27.73 -15.76
H -15.12 26.83 -14.08
H -15.35 24.48 -13.32
F -12.11 25.47 -7.70
C -10.92 25.85 -7.19
C -10.19 24.92 -6.49
C -8.98 25.27 -5.92
C -8.49 26.55 -6.15
C -9.20 27.46 -6.89
C -10.43 27.11 -7.45
H -10.61 23.94 -6.32
H -8.48 24.59 -5.26
H -7.56 26.84 -5.67
H -8.88 28.49 -6.92
H -10.97 27.84 -8.04
F -13.62 15.54 -14.29
C -13.27 16.78 -14.69
C -12.71 16.95 -15.94
C -12.36 18.23 -16.35
C -12.62 19.32 -15.53
C -13.09 19.10 -14.24
C -13.43 17.83 -13.82
H -12.59 16.13 -16.63
H -11.83 18.40 -17.27
H -12.28 20.29 -15.87
H -13.18 19.98 -13.61
H -13.83 17.63 -12.84
F -8.27 21.09 -8.21
C -7.69 22.29 -8.44
C -6.49 22.58 -7.84
C -5.98 23.86 -7.96
C -6.66 24.82 -8.71
C -7.91 24.54 -9.23
C -8.43 23.26 -9.07
H -5.98 21.82 -7.27
H -4.99 24.12 -7.60
H -6.25 25.81 -8.88
H -8.52 25.25 -9.78
H -9.46 23.06 -9.37